1.
Here is the ion C6H10N with charge +1 in a non-equilibrium geometry from the OMol25 dataset. Energies are from wB97M-V/def2-TZVPD.

XYZ file:
```
17
Properties=species:S:1:pos:R:3:forces:R:3:lowdin_charge:R:1
C 1.1332 0.6282 -1.3698 -1.934 -0.821 1.066 0.11
C -0.0803 1.1213 -1.2510 0.562 -2.278 0.682 -0.20
C -0.0106 -1.8026 1.4847 0.658 -0.968 0.849 -0.03
C 1.2564 -1.0638 1.6508 0.294 1.774 1.933 -0.01
C 0.1135 -0.2891 -0.6606 0.631 0.707 -2.706 -0.17
C -1.1467 2.0486 -1.6794 2.134 3.422 -0.471 -0.04
N 0.1299 -0.5403 0.7781 1.130 1.005 1.087 -0.03
H 2.1278 0.5529 -1.7883 -0.205 0.336 0.061 0.12
H 0.1515 -2.6318 0.7712 -0.974 0.159 0.855 0.15
H -0.6535 -1.7822 2.4169 0.359 -0.512 -1.797 0.17
H 1.4888 -0.4590 2.6058 -1.008 -0.875 -1.627 0.16
H 2.2019 -1.3193 1.2328 0.109 -0.472 -1.040 0.12
H -0.3227 -1.1612 -1.1740 0.290 0.384 0.214 0.15
H -1.1889 2.9762 -0.9482 -0.059 -1.902 -1.299 0.13
H -2.1675 1.6684 -1.8345 0.749 -0.108 -0.099 0.09
H -0.5805 2.5039 -2.6256 -2.070 -0.716 1.555 0.14
H -0.3044 0.2183 1.2391 -0.665 0.866 0.737 0.17
```
Positions in Å, forces in eV/Å.

Properties
HOMO-LUMO gap: 11.241 eV
total charge: +1
E_LUMO: -3.0 eV
E_HOMO: -14.22 eV


2.
Here is the ion C6H10N with charge +1 in a non-equilibrium geometry from the OMol25 dataset. Energies are from wB97M-V/def2-TZVPD.

XYZ file:
```
17
Properties=species:S:1:pos:R:3:forces:R:3:lowdin_charge:R:1
C 2.9887 -0.2595 -0.0612 -2.872 2.786 -0.109 0.14
C 2.1421 0.7261 -0.0302 3.562 -2.270 -0.069 0.09
C 1.8170 -1.0822 -0.0367 -0.247 -2.552 -1.826 0.04
C 0.8963 1.4231 0.1002 -1.242 0.327 0.684 -0.12
C -0.6963 -0.1534 1.1937 -0.120 0.772 3.490 -0.04
C -0.6753 -0.0047 -1.2047 -0.200 0.109 -1.273 -0.05
N 0.0651 0.2669 0.0288 -0.698 -3.180 -0.480 -0.25
H 1.4706 -1.7512 -0.9257 0.628 1.873 1.089 0.16
H 1.5961 -1.6084 0.8649 -0.287 0.158 0.938 0.09
H 0.6723 1.9974 0.9705 0.549 0.170 1.114 0.14
H 0.5784 2.0447 -0.6563 0.168 1.582 -2.197 0.12
H -1.7396 0.1622 1.0468 0.155 -0.483 0.044 0.10
H -0.6340 -1.2353 1.5788 0.014 1.384 -1.380 0.13
H -0.3684 0.4511 2.1374 -0.321 -0.948 -1.743 0.14
H -1.6644 0.3950 -1.3339 -0.436 1.410 0.795 0.10
H -0.1962 0.1818 -2.1535 0.959 0.677 0.121 0.11
H -0.9736 -1.0055 -1.3642 0.388 -1.816 0.803 0.09
```
Positions in Å, forces in eV/Å.

Properties
HOMO-LUMO gap (spin up / spin down): 9.192 / 9.193 eV
total charge: +1
E_LUMO (spin up / spin down): -5.4 / -5.4 eV
E_HOMO (spin up / spin down): -14.56 / -14.57 eV


3.
Here is a structure of composition C6H10N in a non-equilibrium geometry from the OMol25 dataset. Energies are from wB97M-V/def2-TZVPD.

XYZ file:
```
17
Properties=species:S:1:pos:R:3:forces:R:3:lowdin_charge:R:1
C 1.3322 0.2640 0.0956 1.916 -5.961 -1.383 -0.47
C 0.3608 -0.8559 -0.1177 -4.087 1.593 1.692 0.08
C -0.5110 1.5791 0.1803 1.409 1.108 1.223 -0.14
C -1.1258 0.3182 0.1269 -0.136 -4.824 -1.630 0.08
C 2.7502 -0.1728 -0.0249 1.495 2.205 -3.371 -0.02
C -2.4797 -0.3051 -0.0853 0.188 -0.624 0.743 -0.01
N 0.9350 1.3922 0.1399 -0.991 5.649 1.274 0.10
H 0.1990 -1.1194 -1.2015 0.330 -0.097 1.182 0.14
H 0.2948 -1.7066 0.6620 0.189 1.264 -1.577 0.15
H -0.6044 2.3470 -0.5879 -1.342 0.010 -0.297 0.17
H -0.8240 2.1159 1.1514 0.213 -0.597 -1.022 0.21
H 2.8789 -0.8613 -0.9455 -0.316 0.923 1.515 0.12
H 3.0555 -0.6979 0.8320 0.667 -0.578 1.149 0.06
H 3.4099 0.7821 -0.2785 -1.213 -2.129 0.960 0.14
H -3.3495 0.2991 -0.3656 0.607 0.372 -0.189 0.10
H -2.9254 -0.9281 0.7705 1.230 0.884 -0.439 0.15
H -2.2970 -1.1613 -0.7843 -0.160 0.804 0.173 0.12
```
Positions in Å, forces in eV/Å.

Properties
HOMO-LUMO gap: 7.712 eV
total charge: +1
E_LUMO: -6.6 eV
E_HOMO: -14.32 eV


4.
Here is a structure of composition C6H10N in a non-equilibrium geometry from the OMol25 dataset. Energies are from wB97M-V/def2-TZVPD.

XYZ file:
```
17
Properties=species:S:1:pos:R:3:forces:R:3:lowdin_charge:R:1
C -0.0456 1.3764 0.1026 -4.813 -3.297 3.107 -0.04
C 0.6029 0.2489 -0.5208 -0.092 -0.282 0.231 -0.11
C -1.1736 -0.8159 0.7379 0.201 -0.875 -0.203 -0.30
C 0.0008 -1.0360 -0.1004 0.402 0.199 -0.205 -0.09
C 0.0937 2.7910 0.1981 0.313 0.875 0.217 -0.06
C 0.5327 -2.3470 -0.4782 -0.015 0.053 -0.357 0.01
N -1.4901 0.4831 1.0597 3.696 4.311 -2.295 0.17
H 0.4406 0.3319 -1.6098 0.034 -0.296 -0.253 0.20
H 1.6935 0.2665 -0.4166 0.163 -0.246 -0.074 0.18
H -2.0559 -1.2894 0.2672 0.016 -0.270 -0.219 0.18
H -1.1018 -1.4085 1.6686 0.187 -0.304 -0.002 0.18
H 0.7902 3.0269 1.0163 0.009 0.067 -0.049 0.11
H -0.8548 3.2637 0.4573 0.034 -0.048 -0.136 0.11
H 0.5141 3.2244 -0.7135 -0.087 0.040 -0.007 0.11
H 1.1957 -2.2861 -1.3381 0.048 0.025 -0.012 0.11
H -0.2606 -3.0651 -0.6777 -0.117 -0.039 0.074 0.11
H 1.1182 -2.7647 0.3476 0.020 0.086 0.186 0.13
```
Positions in Å, forces in eV/Å.

Properties
HOMO-LUMO gap (spin up / spin down): 7.982 / 6.134 eV
total charge: +1
E_LUMO (spin up / spin down): -6.1 / -6.5 eV
E_HOMO (spin up / spin down): -14.07 / -12.59 eV


5.
Here is the ion C6H10N with charge +1 in a non-equilibrium geometry from the OMol25 dataset. Energies are from wB97M-V/def2-TZVPD.

XYZ file:
```
17
Properties=species:S:1:pos:R:3:forces:R:3:lowdin_charge:R:1
C -0.6089 -0.0170 0.7509 -0.344 0.240 -0.258 -0.30
C -1.4585 0.6289 1.5947 -0.539 -0.162 -0.421 0.07
C 0.9161 -1.7433 0.0922 0.981 -1.964 -3.093 -0.18
C 1.0543 -0.5587 -0.9019 -0.342 1.664 -0.081 -0.11
C -0.1893 -1.3925 0.9034 -2.421 1.188 2.851 0.00
C 0.0379 0.4872 -0.4702 0.157 -1.381 0.923 -0.14
N -0.0761 1.8450 -1.0115 -1.158 0.907 -4.323 0.20
H -2.0908 1.4995 1.3822 0.749 -0.119 0.049 0.07
H -1.6955 0.0675 2.4713 -0.422 -0.018 0.542 0.06
H 0.6764 -2.6766 -0.5670 0.264 1.271 1.109 0.17
H 1.8435 -2.0783 0.5844 -0.211 0.533 0.117 0.14
H 2.0182 -0.0502 -0.9940 0.284 -0.591 -0.086 0.13
H 0.6853 -0.8605 -1.8628 0.449 -0.489 -0.940 0.12
H -0.7322 -2.0208 1.6919 1.174 0.808 -1.355 0.16
H -1.0857 2.2477 -1.2497 1.874 -1.725 0.500 0.23
H 0.4825 2.0419 -1.9945 -1.512 -1.050 2.991 0.26
H 0.2229 2.5804 -0.4196 1.018 0.887 1.475 0.14
```
Positions in Å, forces in eV/Å.

Properties
HOMO-LUMO gap (spin up / spin down): 6.290 / 7.612 eV
total charge: +1
E_LUMO (spin up / spin down): -4.9 / -4.2 eV
E_HOMO (spin up / spin down): -11.18 / -11.82 eV


6.
Here is the molecule C6H10N2 from the OMol25 dataset. Energies are from wB97M-V/def2-TZVPD.

XYZ file:
```
18
Properties=species:S:1:pos:R:3:forces:R:3:lowdin_charge:R:1
C 0.0123 1.8663 0.1077 0.051 -0.015 -0.075 -0.08
C -2.3191 -0.6058 0.2385 -0.058 -0.023 0.074 -0.04
N 1.0409 0.0753 -1.4470 0.388 -0.320 0.011 0.10
C 1.2191 -0.7606 -0.3765 0.229 0.646 -0.088 -0.40
C -0.1378 0.5536 -0.5739 -0.440 -0.154 0.172 -0.27
C -0.8772 -0.6073 -0.1412 0.579 0.082 -0.034 -0.31
N 2.2742 -0.7278 0.4673 -0.373 0.096 -0.075 0.18
C 0.0318 -1.6344 -0.1531 -0.473 -0.300 0.141 -0.03
H 1.7515 0.8001 -1.5354 -0.042 -0.034 0.149 0.11
H 2.1590 -1.2499 1.3276 -0.021 0.090 -0.118 0.11
H 2.8567 0.1005 0.5086 -0.058 -0.141 -0.070 0.10
H -0.0672 -2.6944 -0.3486 0.024 0.062 -0.112 0.08
H -0.8216 2.0290 0.7942 0.030 -0.047 -0.027 0.07
H 0.9418 1.9328 0.7100 -0.050 0.017 -0.015 0.07
H 0.0175 2.7069 -0.5936 0.070 0.034 0.054 0.07
H -2.6499 -1.6033 0.5327 0.036 0.061 0.008 0.08
H -2.4980 0.0740 1.0779 0.017 -0.038 -0.042 0.08
H -2.9341 -0.2551 -0.5952 0.089 -0.016 0.047 0.08
```
Positions in Å, forces in eV/Å.

Properties
HOMO-LUMO gap: 6.817 eV
total charge: 0
E_LUMO: 0.9 eV
E_HOMO: -5.96 eV


7.
Here is a structure of composition C6H10N2 in a non-equilibrium geometry from the OMol25 dataset. Energies are from wB97M-V/def2-TZVPD.

XYZ file:
```
18
Properties=species:S:1:pos:R:3:forces:R:3:lowdin_charge:R:1
C -0.8043 0.7964 2.0521 0.500 -0.394 -2.281 -0.25
C 1.6989 0.7775 1.2078 -2.408 -0.281 0.855 0.02
C 0.8381 1.6876 0.4540 -0.581 0.849 -0.906 -0.22
C -0.2946 0.6669 0.7546 3.008 0.318 -0.558 -0.28
C -0.3028 -0.0932 -1.4730 -0.550 3.091 1.868 -0.05
C -0.8543 -1.6667 0.3328 -0.582 -0.825 0.556 -0.07
N -1.1179 0.9876 3.1171 -1.191 0.503 3.288 0.17
N -0.7531 -0.3013 -0.0962 0.240 1.251 -0.283 -0.25
H 2.3134 0.0376 0.7365 0.106 -0.215 -0.240 0.06
H 1.4811 0.7021 2.2775 0.911 0.201 -0.364 0.06
H 0.6263 2.6988 0.8171 0.071 -0.367 0.425 0.11
H 1.1169 1.8421 -0.6035 -0.300 -0.472 0.536 0.10
H 0.7839 0.0378 -1.4522 0.084 0.515 -0.228 0.08
H -0.3794 -0.9953 -1.9555 -1.182 -1.730 -1.855 0.05
H -0.8815 0.8682 -1.8156 1.361 -2.168 -0.210 0.15
H -0.1313 -2.2170 -0.2755 0.125 -0.474 0.367 0.07
H -0.5956 -1.8051 1.4523 -0.767 0.243 -1.915 0.12
H -1.8853 -2.0190 0.0125 1.156 -0.045 0.945 0.11
```
Positions in Å, forces in eV/Å.

Properties
HOMO-LUMO gap: 8.249 eV
total charge: 0
E_LUMO: 0.7 eV
E_HOMO: -7.54 eV


8.
Here is the molecule C6H10N2 in a non-equilibrium geometry from the OMol25 dataset. Energies are from wB97M-V/def2-TZVPD.

XYZ file:
```
18
Properties=species:S:1:pos:R:3:forces:R:3:lowdin_charge:R:1
C -0.7579 -1.8953 0.1710 -0.448 -1.582 0.886 -0.11
C -1.4616 -0.8931 0.7880 1.564 -0.806 -0.274 -0.09
C 0.3213 -1.6525 -0.7276 1.592 3.377 2.460 -0.19
C -1.3085 0.5037 0.3785 0.845 -0.618 -1.783 -0.13
C 1.7423 -0.1538 0.6960 0.223 -2.408 -0.129 -0.13
C 0.0241 2.1307 -0.8865 -3.078 -0.088 1.951 -0.08
N 1.1911 -0.6421 -0.5803 -0.496 -2.473 -1.076 0.00
N -0.1960 0.8613 -0.2022 -3.796 1.664 1.811 -0.13
H -1.0341 -3.0187 0.2235 -0.007 2.015 0.364 0.13
H -2.1271 -1.1888 1.5619 -1.074 0.136 0.145 0.08
H 0.1744 -2.1293 -1.6341 0.516 -0.715 -2.179 0.07
H -2.3066 0.9984 0.2862 0.851 0.405 0.318 0.13
H 1.5011 0.8637 0.8676 0.134 0.816 -0.010 0.04
H 1.3091 -0.7238 1.5564 0.696 0.315 -0.417 0.09
H 2.8420 -0.2516 0.5634 -0.621 -0.204 0.570 0.08
H -0.4194 1.9820 -1.8342 0.340 0.244 -1.571 0.07
H -0.5534 3.0120 -0.4306 0.990 -1.128 -0.335 0.11
H 1.0591 2.1973 -0.7972 1.768 1.052 -0.730 0.05
```
Positions in Å, forces in eV/Å.

Properties
HOMO-LUMO gap: 8.403 eV
total charge: 0
E_LUMO: 0.5 eV
E_HOMO: -7.90 eV


9.
Here is a structure of composition C6H10N2 in a non-equilibrium geometry from the OMol25 dataset. Energies are from wB97M-V/def2-TZVPD.

XYZ file:
```
18
Properties=species:S:1:pos:R:3:forces:R:3:lowdin_charge:R:1
C 0.7703 1.9428 0.1797 0.157 4.048 -2.349 -0.11
C 0.8698 0.5014 -0.3282 2.694 0.098 3.421 -0.40
C 1.9664 -0.2551 -0.0667 2.398 -3.895 1.168 -0.06
C 0.3817 -1.7910 -0.2013 -5.685 2.556 -1.314 -0.14
C -0.1104 -0.4453 -0.4271 -3.697 -1.116 -0.448 -0.23
C -1.4706 0.2115 -0.4233 -1.401 -1.151 1.783 -0.22
H 1.6083 2.6346 1.2818 -2.299 -2.689 -3.566 0.18
H -0.6588 2.2705 0.4971 4.830 -0.205 -0.766 0.15
H 1.0942 2.4896 -1.1092 -1.177 -0.492 4.329 0.16
H 3.0221 -0.1598 -0.1088 0.633 0.802 0.462 0.08
H 2.2987 -2.5508 0.3686 -2.092 2.623 -1.045 0.21
H -0.2176 -2.6536 -0.3005 -0.386 -0.852 0.205 0.11
H -2.0028 0.4795 -1.3387 0.712 0.010 -0.314 0.09
H -1.1357 1.3485 0.1248 -2.548 -3.707 -1.253 0.05
H -3.4970 -0.3880 0.3727 3.292 -1.086 -0.262 0.10
H -2.0541 -1.0936 1.1428 -0.927 0.521 -1.129 0.06
N 1.6039 -1.7286 0.1208 6.365 2.256 0.084 0.03
N -2.4683 -0.8125 0.2158 -0.869 2.279 0.994 -0.06
```
Positions in Å, forces in eV/Å.

Properties
HOMO-LUMO gap: 8.094 eV
total charge: 0
E_LUMO: 0.6 eV
E_HOMO: -7.47 eV


10.
Here is the molecule C6H10N2 in a non-equilibrium geometry from the OMol25 dataset. Energies are from wB97M-V/def2-TZVPD.

XYZ file:
```
18
Properties=species:S:1:pos:R:3:forces:R:3:lowdin_charge:R:1
C 0.0131 1.5276 1.4910 -0.234 0.033 -0.180 -0.04
C -1.9530 0.6903 -0.6661 0.222 -0.071 0.149 -0.03
C -0.4539 0.4845 -0.7127 0.151 1.241 -2.133 -0.43
C 1.1248 -1.6263 0.0244 0.439 -0.905 -0.646 -0.12
C 1.1264 -0.5642 0.7916 -0.481 1.435 1.305 -0.14
C 1.3382 -2.6606 -0.7348 0.080 -1.218 -0.764 -0.03
N 0.2589 0.4720 0.5078 -0.234 0.435 0.858 -0.13
N 0.1078 0.4796 -1.8811 -0.402 -0.840 1.805 0.16
H 1.1076 0.2999 -1.7458 0.001 0.266 -0.181 0.06
H 1.6243 -0.5432 1.7554 0.239 0.423 -0.002 0.11
H -1.0066 1.4709 1.8833 0.061 0.059 0.015 0.08
H 0.6986 1.4583 2.3428 -0.043 -0.244 -0.361 0.09
H 0.1622 2.5086 1.0263 -0.080 -0.098 0.084 0.09
H -2.4114 -0.1550 -0.1446 -0.059 0.150 0.074 0.09
H -2.2029 1.6167 -0.1447 -0.062 -0.108 0.093 0.07
H -2.3644 0.7503 -1.6773 0.294 -0.064 0.187 0.08
H 0.8492 -2.7369 -1.7004 0.163 -0.122 -0.266 0.05
H 1.9811 -3.4723 -0.4151 -0.056 -0.373 -0.038 0.05
```
Positions in Å, forces in eV/Å.

Properties
HOMO-LUMO gap (spin up / spin down): 7.400 / 7.521 eV
total charge: 0
E_LUMO (spin up / spin down): 0.7 / 0.1 eV
E_HOMO (spin up / spin down): -6.73 / -7.44 eV


For each record above, in turn, the calculated energy relative to the best compared isomer or geometry (same formula, charge and spin) values are 2.941; 5.798; 3.378; 5.146; 3.280; 3.891; 3.984; 4.657; 8.770; 4.700 eV.
For each record above, in turn, the calculated total energy values are -288.9749; -288.8699; -288.9588; -288.8939; -288.9624; -343.9937; -343.9903; -343.9656; -343.8144; -343.9640 Eh.